{
  "formula": "C43H65HfNO5P2",
  "method": "ωB97M-V with the def2-TZVPD basis set",
  "elements": ["Hf", "O", "C", "C", "N", "C", "C", "O", "O", "C", "C", "O", "O", "H", "H", "H", "H", "H", "H", "H", "H", "H", "C", "C", "C", "C", "C", "C", "C", "C", "C", "C", "C", "C", "C", "C", "C", "C", "C", "C", "C", "C", "C", "P", "C", "C", "C", "C", "C", "C", "C", "C", "H", "H", "H", "H", "H", "H", "H", "H", "H", "H", "H", "H", "H", "H", "H", "H", "H", "H", "H", "H", "H", "H", "H", "H", "H", "H", "H", "H", "H", "H", "H", "H", "H", "H", "H", "H", "H", "H", "H", "H", "H", "H", "H", "H", "H", "C", "P", "C", "C", "C", "C", "C", "C", "C", "H", "H", "H", "H", "H", "H", "H", "H", "H", "H", "H"],
  "xyz": [[0.9077, 0.7112, 0.3072], [-0.4460, -0.6987, -0.8754], [-1.1821, -0.0881, -1.9660], [-0.2649, 0.8871, -2.6380], [0.2578, 1.8612, -1.6491], [1.5247, 2.4377, -2.1689], [2.6904, 1.4832, -1.8690], [3.7322, 1.5576, -2.4305], [2.3781, 0.5928, -0.9043], [-0.7578, 2.8458, -1.1807], [-0.9993, 2.6928, 0.3300], [-1.3105, 3.6112, 1.0280], [-0.7863, 1.4427, 0.7578], [-1.1026, -1.2382, -0.3914], [-2.0709, 0.3975, -1.5677], [-1.4910, -0.8549, -2.6723], [-0.7842, 1.3957, -3.4513], [0.5823, 0.3473, -3.0608], [1.7491, 3.3936, -1.7017], [1.5104, 2.5969, -3.2464], [-1.7225, 2.6862, -1.6671], [-0.4675, 3.8724, -1.3761], [-6.5160, -1.7423, -1.4980], [-5.3658, -0.7242, -1.5049], [-4.8251, -0.5300, -2.9223], [-4.3004, -1.1633, -0.5231], [-3.4716, -2.2468, -0.7918], [-2.5462, -2.7102, 0.1361], [-1.8113, -4.0182, -0.1964], [-1.1269, -4.0167, -1.5694], [-2.8028, -5.1923, -0.1338], [-2.4278, -2.0536, 1.4002], [-3.3337, -1.0245, 1.7324], [-4.2053, -0.5827, 0.7295], [-3.6136, -0.3590, 3.0958], [-3.1927, 1.1162, 3.0959], [-3.1433, -1.0427, 4.3808], [-1.5734, -2.7773, 2.3987], [-2.2963, -3.7962, 3.0347], [-1.7226, -4.7139, 3.8868], [-0.3639, -4.6290, 4.1316], [0.3630, -3.6186, 3.5392], [-0.1914, -2.6724, 2.6598], [1.0899, -1.4103, 2.1427], [1.5533, -0.5590, 3.7908], [1.3365, -1.3464, 5.0806], [0.6251, 0.6665, 3.8434], [3.0064, -0.0893, 3.7684], [2.5338, -2.4315, 1.3905], [3.0755, -3.6347, 2.1644], [1.9619, -2.9274, 0.0504], [3.7506, -1.5256, 1.1233], [-7.3177, -1.4182, -2.1644], [-6.9292, -1.8597, -0.4947], [-6.1648, -2.7203, -1.8397], [-5.7607, 0.2340, -1.1585], [-4.4495, -1.4676, -3.3423], [-4.0206, 0.2129, -2.9501], [-5.6230, -0.1773, -3.5782], [-3.5816, -2.7777, -1.7325], [-1.0433, -4.1984, 0.5548], [-1.8455, -3.8539, -2.3766], [-0.6663, -4.9907, -1.7488], [-0.3392, -3.2605, -1.6442], [-3.5269, -5.1277, -0.9505], [-3.3574, -5.2046, 0.8043], [-2.2730, -6.1432, -0.2276], [-4.9029, 0.2152, 0.9764], [-4.7047, -0.3562, 3.1571], [-3.4647, 1.5842, 4.0442], [-2.1208, 1.2236, 2.9515], [-3.6865, 1.6729, 2.2968], [-2.0647, -1.1891, 4.4207], [-3.6140, -2.0151, 4.5170], [-3.4308, -0.4192, 5.2299], [-3.3592, -3.8541, 2.8332], [-2.3275, -5.4825, 4.3521], [0.1255, -5.3312, 4.7963], [1.3980, -3.5478, 3.8009], [0.3324, -1.7550, 5.1706], [1.4827, -0.6516, 5.9142], [2.0622, -2.1512, 5.2054], [-0.4105, 0.3743, 4.0145], [0.6532, 1.2609, 2.9228], [0.9228, 1.3232, 4.6652], [3.7060, -0.9224, 3.8112], [3.1849, 0.5272, 4.6537], [3.2366, 0.5155, 2.8908], [2.3985, -4.4848, 2.1492], [3.3381, -3.3909, 3.1968], [3.9974, -3.9515, 1.6685], [1.0347, -3.4895, 0.1866], [2.6884, -3.5942, -0.4218], [1.7847, -2.1064, -0.6452], [4.4065, -1.4634, 1.9882], [3.5004, -0.5197, 0.8117], [4.3317, -1.9586, 0.3052], [2.3134, 3.4202, 2.9261], [2.0835, 3.1696, 1.1284], [1.4456, 4.8304, 0.6991], [3.7814, 3.2050, 0.4737], [4.2373, 4.2064, -0.3795], [5.5396, 4.1687, -0.8596], [6.3911, 3.1371, -0.4964], [5.9459, 2.1369, 0.3596], [4.6473, 2.1717, 0.8367], [2.8421, 2.5906, 3.3896], [1.3377, 3.5454, 3.3994], [2.8969, 4.3299, 3.0586], [2.1689, 5.5483, 1.0830], [0.4866, 4.9849, 1.1826], [1.3276, 4.9936, -0.3705], [3.5925, 5.0239, -0.6795], [5.8880, 4.9507, -1.5237], [7.4034, 3.1090, -0.8805], [6.6091, 1.3311, 0.6509], [4.3074, 1.3905, 1.5049]],
  "atomic_forces_ev_per_a": [[0.07, -2.27, 1.14], [0.29, 0.42, -0.24], [-0.06, 0.03, -0.18], [0.02, -0.12, 0.12], [0.10, 0.35, 0.09], [0.07, -0.25, -0.03], [0.04, 0.29, -0.51], [0.06, -0.16, 0.08], [1.30, 0.17, -1.23], [-0.10, -0.18, 0.13], [-0.52, 0.73, -0.22], [-0.18, -0.25, 0.00], [-1.69, 1.44, 0.38], [-0.11, -0.36, 0.39], [-0.09, -0.03, 0.14], [-0.04, -0.13, 0.04], [-0.01, 0.09, -0.04], [0.07, 0.02, -0.02], [-0.04, 0.02, 0.08], [-0.18, 0.07, -0.06], [0.06, -0.04, -0.12], [0.11, 0.05, -0.10], [0.04, 0.07, -0.04], [-0.03, -0.13, -0.04], [-0.03, 0.02, 0.00], [-0.02, 0.04, 0.02], [0.14, 0.05, -0.10], [0.22, 0.05, 0.00], [-0.13, 0.04, -0.10], [-0.01, 0.06, 0.03], [0.03, 0.04, 0.01], [0.03, -0.01, -0.25], [0.00, 0.04, 0.01], [-0.06, 0.07, 0.02], [0.16, 0.04, 0.02], [-0.07, -0.02, -0.10], [-0.02, -0.04, -0.12], [-0.05, -0.05, 0.07], [0.00, 0.04, 0.01], [-0.04, -0.03, 0.02], [0.04, -0.09, 0.10], [-0.05, 0.04, -0.08], [-0.10, 0.13, 0.01], [0.30, -1.06, 0.57], [-0.16, 0.19, -0.19], [0.05, 0.00, 0.12], [0.01, -0.22, 0.14], [-0.03, -0.02, 0.08], [-0.07, 0.15, -0.01], [-0.02, -0.06, 0.06], [0.07, -0.02, 0.16], [-0.04, -0.21, -0.06], [0.04, -0.03, 0.03], [0.01, -0.01, -0.05], [-0.03, 0.05, 0.02], [0.01, 0.02, 0.03], [-0.01, 0.07, 0.02], [-0.05, -0.05, -0.02], [0.07, -0.02, 0.01], [0.01, 0.02, 0.07], [0.02, 0.03, 0.06], [0.05, 0.00, 0.03], [0.00, 0.06, 0.01], [-0.10, -0.02, -0.03], [0.03, 0.01, 0.05], [0.01, 0.00, 0.00], [-0.03, 0.07, -0.02], [0.05, -0.07, -0.01], [-0.04, -0.03, -0.02], [0.01, -0.02, -0.06], [0.11, 0.03, 0.01], [0.06, 0.00, 0.03], [0.08, 0.03, 0.02], [0.04, -0.02, 0.00], [0.02, -0.03, -0.05], [0.03, -0.01, -0.03], [0.03, 0.03, -0.03], [0.00, 0.06, -0.05], [0.15, -0.03, 0.01], [0.01, 0.03, 0.00], [0.02, -0.03, -0.05], [-0.05, 0.04, 0.01], [-0.05, -0.01, -0.10], [-0.01, 0.14, 0.02], [-0.01, -0.03, -0.04], [-0.03, 0.04, 0.00], [-0.02, 0.01, -0.04], [0.04, -0.03, -0.01], [-0.05, -0.01, 0.07], [0.02, -0.03, -0.05], [-0.05, 0.02, 0.00], [0.05, 0.05, 0.00], [-0.02, 0.04, 0.03], [-0.05, 0.04, -0.09], [-0.03, 0.01, -0.04], [-0.02, 0.24, -0.11], [-0.05, 0.00, 0.01], [-0.15, -0.08, -0.04], [0.72, 0.63, 0.25], [-0.13, -0.19, -0.05], [-0.06, -0.15, 0.04], [-0.03, 0.01, -0.02], [0.03, 0.03, -0.06], [0.02, -0.02, -0.01], [-0.03, -0.02, 0.02], [0.02, 0.09, -0.07], [-0.03, 0.03, -0.03], [0.04, -0.02, 0.01], [0.03, 0.03, -0.01], [0.02, 0.02, -0.01], [-0.06, 0.03, 0.04], [-0.01, -0.01, 0.01], [0.06, -0.03, 0.02], [-0.03, -0.05, 0.04], [-0.06, 0.01, 0.03], [-0.03, 0.05, -0.02], [0.06, -0.03, 0.01]],
  "mulliken_charge": [1.27, 0.37, 0.30, -1.96, 0.18, -0.74, 0.60, -0.54, -0.81, -0.94, 0.30, -0.57, 0.73, -1.03, -0.15, 0.83, 0.40, 0.56, 0.15, 0.55, 0.47, 0.49, -1.44, -0.33, -1.31, -0.66, 0.95, -0.57, 0.08, -1.25, -1.57, 2.07, 0.19, -0.39, 0.36, -1.28, -2.00, 0.02, -0.42, -1.52, -1.37, -1.46, 0.98, 0.75, 2.50, -1.79, -1.99, -1.72, 2.42, -1.91, -1.82, -1.61, 0.47, 0.34, 0.31, 0.46, 0.27, 0.18, 0.51, 0.55, -0.12, 0.36, 0.52, -0.02, 0.34, 0.32, 0.45, 0.52, 0.55, 0.54, -0.05, 0.37, 0.38, 0.43, 0.50, 0.96, 0.44, 0.45, 0.78, 0.35, 0.56, 0.33, -0.15, 0.38, 0.78, 0.31, 0.66, 0.00, 0.46, 0.30, 0.54, 0.36, 0.79, -0.13, 0.33, -0.06, 0.57, -1.35, 1.95, -1.98, 0.30, -0.59, -0.75, -0.74, -0.80, -0.49, 0.28, 0.45, 0.60, 0.64, 0.48, 0.41, 0.34, 0.44, 0.42, 0.46, 0.28],
  "charge": 2,
  "homo_lumo_gap_ev": 7.228
}